The following is a quantum chemistry calculation of a 16-piece molecular cluster, C41H119N5O16 overall, from the Open Molecules 2025 dataset.

```
181
Properties=species:S:1:pos:R:3:forces:R:3
C 0.603 4.570 2.284 0.250 -0.483 -0.697
C -0.526 4.913 3.239 -0.027 0.199 0.673
C -0.289 6.123 4.154 0.535 -0.208 -0.865
O -1.698 5.146 2.477 -0.359 -0.255 0.052
H 0.355 3.622 1.792 -0.046 -0.021 0.101
H 1.610 4.432 2.687 -0.187 0.189 0.390
H 0.668 5.277 1.453 -0.065 0.299 0.238
H -0.711 4.061 3.909 0.127 -0.115 -0.109
H -1.073 6.213 4.900 -0.028 0.030 -0.009
H -0.249 7.022 3.535 -0.163 0.079 0.084
H 0.691 6.035 4.630 -0.113 -0.053 0.184
H -2.149 4.286 2.378 0.100 0.377 -0.130
C 1.489 -4.472 -1.518 0.454 -0.407 -0.315
C -0.028 -4.424 -1.322 1.853 -0.287 0.791
C -0.685 -5.780 -1.248 -0.716 -0.328 -0.361
O -0.245 -3.698 -0.099 -0.850 0.269 -0.377
H 2.012 -5.059 -0.759 -0.311 0.013 0.238
H 1.934 -3.476 -1.494 -0.189 0.085 -0.026
H 1.786 -4.934 -2.465 -0.265 0.096 -0.103
H -0.425 -3.845 -2.157 -0.387 0.152 0.209
H -1.763 -5.613 -1.321 -0.029 -0.302 -0.050
H -0.514 -6.360 -0.339 0.315 0.447 0.241
H -0.367 -6.450 -2.049 -0.086 0.249 -0.233
H -0.096 -4.277 0.670 0.313 0.011 -0.607
C -3.086 0.646 6.133 0.092 -0.145 -0.352
C -2.241 -0.069 5.095 0.826 0.782 0.573
C -1.065 0.792 4.673 0.520 0.426 -0.757
O -1.720 -1.284 5.663 -0.534 -0.290 -0.471
H -3.388 1.614 5.730 -0.236 -0.009 0.141
H -2.471 0.826 7.019 -0.115 0.022 0.069
H -3.943 0.025 6.393 -0.094 0.213 0.113
H -2.840 -0.266 4.204 0.047 -0.682 0.151
H -1.314 1.550 3.924 -0.380 0.085 0.230
H -0.308 0.193 4.166 0.069 -0.280 0.146
H -0.578 1.316 5.501 -0.116 -0.166 0.134
H -1.185 -1.037 6.426 -0.023 0.008 -0.036
C 3.535 1.907 -1.919 -0.051 -0.342 -1.406
C 3.736 3.348 -2.398 -0.197 -0.036 1.658
C 2.966 4.304 -1.454 0.142 -0.420 -0.428
O 5.105 3.686 -2.248 0.487 0.254 -0.254
H 2.469 1.685 -1.827 0.069 -0.099 0.165
H 4.090 1.643 -1.020 -0.195 0.486 0.289
H 3.931 1.237 -2.693 -0.097 -0.085 0.063
H 3.405 3.479 -3.435 0.042 -0.081 0.041
H 2.033 4.627 -1.912 -0.043 0.114 0.031
H 3.588 5.161 -1.203 -0.079 0.096 -0.122
H 2.723 3.774 -0.531 0.023 0.110 0.087
H 5.659 2.999 -2.635 -0.109 0.014 -0.051
C -4.692 5.530 0.163 -0.355 -1.108 1.110
C -3.602 5.307 -0.860 -0.528 0.434 0.277
C -3.182 3.856 -0.946 -0.029 -0.540 -0.078
O -4.099 5.810 -2.108 0.636 -0.078 -0.159
H -4.355 5.171 1.142 0.159 0.316 0.052
H -5.556 4.881 -0.030 -0.003 0.135 -0.369
H -5.061 6.547 0.265 0.296 0.136 -0.224
H -2.743 5.898 -0.532 0.018 0.205 -0.521
H -2.641 3.632 -1.868 -0.047 0.168 -0.076
H -4.060 3.202 -0.906 -0.007 -0.010 -0.086
H -2.534 3.536 -0.128 -0.097 0.273 0.096
H -4.595 5.100 -2.529 -0.007 0.050 0.009
C -0.045 1.147 -0.076 -0.342 0.752 -0.117
C 0.288 -0.306 -0.165 1.098 -1.667 0.702
C 1.114 -0.792 1.044 -0.672 1.090 0.408
O -0.919 -1.073 -0.219 -0.468 0.333 -0.366
H 0.831 1.790 0.028 0.165 -0.238 -0.039
H -0.664 1.341 0.805 0.040 -0.113 0.023
H -0.608 1.513 -0.940 -0.012 -0.148 -0.047
H 0.916 -0.580 -1.021 -0.282 0.472 -0.325
H 1.106 -1.875 1.124 0.418 -0.085 -0.194
H 0.655 -0.401 1.961 -0.136 -0.105 0.043
H 2.109 -0.343 1.035 0.151 -0.404 -0.197
H -0.720 -2.032 -0.304 0.130 0.335 0.396
C 4.951 0.028 2.261 -1.218 0.799 -0.248
C 4.707 1.054 3.378 -0.236 -0.264 -0.544
C 3.255 1.538 3.545 0.726 0.190 0.449
O 5.158 0.518 4.629 0.185 0.299 -0.213
H 5.926 -0.440 2.346 -0.089 -0.234 0.057
H 4.890 0.568 1.309 0.410 0.150 0.050
H 4.105 -0.652 2.131 0.388 -0.581 0.572
H 5.307 1.924 3.090 0.175 0.055 0.330
H 2.767 1.727 2.590 -0.151 -0.019 0.088
H 3.305 2.459 4.135 -0.151 0.213 -0.306
H 2.694 0.872 4.201 -0.133 -0.416 -0.468
H 5.349 1.282 5.184 0.029 -0.220 0.202
O -2.946 2.662 2.222 0.072 -0.247 0.239
H -3.797 2.471 2.633 0.053 0.022 -0.095
H -2.761 1.893 1.657 -0.351 0.096 -0.171
O 0.793 -5.082 2.076 -0.700 0.025 0.194
H 0.832 -5.904 2.579 0.033 0.045 -0.101
H 0.027 -4.585 2.465 0.670 0.152 0.529
O 3.559 -4.126 1.801 0.094 -0.189 0.102
H 2.633 -4.387 1.675 0.233 0.079 0.261
H 3.773 -4.327 2.737 -0.496 0.306 -0.532
O -3.227 0.477 0.315 0.308 -0.178 0.130
H -3.848 0.221 -0.373 0.023 0.146 0.012
H -2.412 -0.036 0.130 -0.233 -0.109 -0.052
C 2.170 -2.406 4.495 0.299 -0.215 -0.183
C 3.193 -2.627 5.617 -1.001 0.036 0.638
C 4.553 -3.109 5.176 -0.365 0.036 -0.517
O 4.333 -4.343 4.503 0.663 -0.242 0.212
C 5.533 -4.940 4.033 -0.227 -0.279 -0.409
N 3.300 -1.400 6.427 0.737 -0.594 -0.453
H 2.465 -1.556 3.874 -0.016 0.080 0.023
H 1.221 -2.185 4.982 -0.198 0.150 -0.123
H 2.001 -3.244 3.816 0.136 -0.090 0.210
H 2.764 -3.379 6.291 0.222 -0.183 -0.142
H 5.224 -3.262 6.024 -0.012 0.089 0.072
H 4.998 -2.390 4.475 0.128 0.071 0.079
H 5.941 -4.401 3.172 0.014 0.195 0.048
H 5.235 -5.925 3.676 0.183 -0.091 0.061
H 6.321 -5.043 4.781 -0.193 0.095 0.280
H 2.353 -1.142 6.668 0.032 0.411 -0.001
H 3.712 -0.718 5.793 -0.208 0.448 0.363
C -3.669 -3.562 3.911 -0.982 0.339 -1.748
C -2.433 -4.275 3.353 -0.231 0.845 1.206
C -2.729 -4.964 2.035 0.337 0.583 0.380
O -3.562 -6.057 2.304 0.222 -0.172 -0.089
C -3.938 -6.796 1.158 -0.242 0.460 0.247
N -1.290 -3.318 3.274 -0.500 -0.370 -0.279
H -3.610 -3.023 4.852 0.402 -0.502 0.300
H -4.543 -4.216 3.841 0.120 -0.137 0.568
H -3.928 -2.784 3.174 0.132 0.084 0.050
H -2.155 -5.026 4.098 0.201 -0.204 -0.266
H -1.758 -5.230 1.599 -0.208 -0.476 -0.222
H -3.207 -4.251 1.349 -0.072 -0.017 -0.107
H -4.492 -6.155 0.462 0.015 -0.052 -0.065
H -4.609 -7.565 1.536 0.120 -0.195 -0.257
H -3.073 -7.214 0.634 -0.003 -0.135 0.085
H -1.421 -2.751 4.114 0.716 -0.041 0.034
H -1.435 -2.636 2.526 -0.157 -0.223 -0.131
C -4.529 -1.566 -4.955 -0.798 -0.094 -0.175
C -3.402 -2.184 -4.157 -0.217 -1.313 -0.227
C -2.251 -2.606 -5.064 0.918 1.932 -0.276
O -2.631 -3.341 -6.186 -0.833 -0.482 0.120
C -1.580 -3.584 -7.086 0.341 0.475 0.466
N -2.927 -1.270 -3.123 0.113 -0.235 0.754
H -4.841 -2.274 -5.726 0.196 0.195 -0.198
H -4.294 -0.593 -5.388 0.381 -0.140 -0.126
H -5.445 -1.396 -4.381 0.250 -0.073 0.401
H -3.769 -3.132 -3.732 -0.221 0.115 0.139
H -1.421 -3.076 -4.518 -0.201 -0.315 0.196
H -1.836 -1.637 -5.402 0.209 -0.108 -0.123
H -1.104 -2.639 -7.378 -0.054 0.019 -0.118
H -1.985 -4.071 -7.966 -0.008 -0.144 0.046
H -0.804 -4.186 -6.599 -0.004 -0.222 -0.183
H -3.587 -1.350 -2.351 -0.190 0.358 -0.192
H -2.086 -1.618 -2.658 0.167 0.057 -0.430
C 0.418 -0.108 -3.771 -0.871 1.611 -0.143
C 1.694 0.085 -4.560 0.404 -0.659 0.759
C 1.949 -1.147 -5.431 0.078 1.348 -0.230
O 2.377 -2.225 -4.651 -0.198 -0.074 0.128
C 2.614 -3.384 -5.410 -0.084 -0.363 0.161
N 1.621 1.304 -5.361 -0.331 -0.243 0.045
H 0.290 0.757 -3.106 0.171 -0.204 0.278
H 0.324 -1.005 -3.166 0.234 -0.196 -0.238
H -0.438 0.035 -4.440 -0.015 -0.569 -0.071
H 2.481 0.186 -3.804 0.327 -0.448 -0.206
H 2.702 -0.849 -6.175 0.098 -0.349 -0.128
H 1.005 -1.338 -5.957 0.067 -0.353 -0.133
H 1.755 -3.662 -6.031 -0.040 0.207 -0.116
H 2.764 -4.209 -4.715 0.159 0.083 0.062
H 3.502 -3.282 -6.040 0.000 0.054 -0.085
H 2.479 1.475 -5.872 0.066 -0.111 0.074
H 1.481 2.085 -4.726 -0.197 0.175 -0.286
C -0.630 5.570 -2.780 -0.563 -0.281 -0.379
C -1.078 4.716 -3.999 -0.076 0.358 1.663
C -0.821 5.472 -5.300 -0.804 -0.808 0.425
O -1.803 6.471 -5.449 0.126 0.444 0.221
C -1.348 7.595 -6.182 0.141 -0.648 -0.050
N -0.375 3.435 -3.970 0.506 -0.276 -0.210
H -1.416 6.279 -2.521 0.145 0.262 -0.301
H 0.304 6.084 -3.005 0.068 0.058 0.180
H -0.524 4.967 -1.874 0.216 -0.167 -0.105
H -2.143 4.522 -3.835 -0.151 0.379 -0.507
H -0.928 4.727 -6.097 0.465 0.234 -0.337
H 0.177 5.912 -5.230 0.140 -0.151 -0.365
H -2.058 8.402 -6.030 -0.022 0.049 -0.046
H -1.264 7.340 -7.243 -0.114 0.158 -0.125
H -0.348 7.887 -5.848 -0.045 0.213 0.123
H -0.225 3.137 -3.013 -0.048 0.123 0.057
H -0.926 2.698 -4.398 0.093 0.089 -0.188
```
Positions in Å, forces in eV/Å.

Calculated values
LUMO	0.24	eV
Kohn-Sham gap	0.344	Eh
ΔE to the lowest compared entry with this formula, charge and spin	0.000	eV